(1)
{"formula": "C45H93N3O10PS", "method": "wB97M-V/def2-TZVPD", "species": ["C", "O", "C", "C", "C", "C", "C", "C", "N", "C", "N", "N", "C", "P", "S", "H", "H", "H", "H", "H", "H", "H", "H", "H", "H", "H", "H", "H", "H", "H", "H", "H", "H", "H", "H", "H", "C", "C", "C", "O", "C", "H", "H", "H", "H", "H", "H", "H", "H", "C", "C", "C", "O", "C", "H", "H", "H", "H", "H", "H", "H", "H", "C", "C", "C", "O", "C", "H", "H", "H", "H", "H", "H", "H", "H", "C", "C", "C", "O", "C", "H", "H", "H", "H", "H", "H", "H", "H", "C", "C", "C", "O", "C", "H", "H", "H", "H", "H", "H", "H", "H", "C", "C", "C", "O", "C", "H", "H", "H", "H", "H", "H", "H", "H", "C", "C", "C", "O", "C", "H", "H", "H", "H", "H", "H", "H", "H", "C", "C", "C", "O", "C", "H", "H", "H", "H", "H", "H", "H", "H", "C", "C", "C", "O", "C", "H", "H", "H", "H", "H", "H", "H", "H"], "coordinates": [[-3.7626, -3.3115, -3.5950], [-2.8991, -4.3018, -4.2569], [-1.7582, -4.6954, -3.4150], [-2.1940, -5.2407, -1.9077], [-0.8154, -5.9076, -1.2671], [-0.2318, -5.1020, 0.0396], [0.1367, -3.5029, -0.2837], [-0.6913, -2.5917, 0.8021], [-0.3034, -1.1043, 0.7834], [0.6940, -0.9330, -0.3413], [0.4263, -0.2299, -1.4905], [2.0451, -1.6544, -0.1559], [1.7400, -3.1620, -0.0546], [2.7028, -4.1839, -1.3739], [4.2281, -3.1932, -2.0886], [-4.0459, -2.4904, -4.4124], [-4.7870, -3.8666, -3.3541], [-3.2854, -2.7844, -2.6648], [-0.9811, -3.8207, -3.3940], [-1.2077, -5.6082, -3.9505], [-2.3975, -4.2618, -1.2587], [-3.1082, -5.9712, -1.9215], [-1.1162, -7.0125, -0.9363], [-0.0110, -6.0610, -2.1337], [0.7340, -5.6449, 0.4506], [-1.0666, -5.1277, 0.8621], [-0.2093, -3.3445, -1.4112], [-0.3518, -2.9766, 1.8796], [-1.8572, -2.7228, 0.7709], [-1.1832, -0.6178, 0.4376], [1.1960, 0.0039, -2.1553], [-0.5907, -0.0096, -1.7131], [2.4893, -1.3023, 0.7204], [2.1226, -3.5164, 0.9969], [3.0796, -5.4480, -0.7298], [1.7330, -4.5756, -2.4054], [-2.7756, 3.9177, -1.7340], [-1.3630, 4.0282, -2.2468], [-0.8421, 2.6218, -2.0458], [-1.9645, 1.7391, -2.1810], [-3.1649, 2.5241, -2.1760], [-3.4452, 4.6901, -2.1206], [-2.7787, 3.9771, -0.6391], [-1.3745, 4.2731, -3.3154], [-0.7649, 4.7826, -1.7295], [-0.4325, 2.4897, -1.0388], [-0.0717, 2.3520, -2.7740], [-3.5650, 2.5288, -3.1957], [-3.9034, 2.0643, -1.5134], [1.0863, -1.0030, 4.9682], [2.5347, -1.3077, 5.2512], [2.8553, -2.3370, 4.1894], [2.0245, -2.0409, 3.0584], [1.0353, -1.0822, 3.4581], [0.7568, -0.0357, 5.3557], [0.4509, -1.7825, 5.4050], [3.1406, -0.4075, 5.0938], [2.7179, -1.6701, 6.2659], [2.6089, -3.3486, 4.5292], [3.9069, -2.3162, 3.8892], [1.2977, -0.1216, 3.0016], [0.0536, -1.3885, 3.0866], [3.5436, 3.9413, 2.2096], [2.9922, 3.1161, 1.0757], [2.5815, 1.8422, 1.7816], [2.2121, 2.2077, 3.1184], [2.6290, 3.5599, 3.3529], [3.5498, 5.0156, 2.0088], [4.5705, 3.6275, 2.4317], [2.1094, 3.6100, 0.6528], [3.7080, 2.9445, 0.2678], [3.4168, 1.1369, 1.8467], [1.7409, 1.3432, 1.2907], [1.7315, 4.1879, 3.3692], [3.1219, 3.6303, 4.3264], [-3.7032, -8.9635, 2.1308], [-4.8517, -8.3999, 1.3345], [-4.3485, -7.0153, 0.9891], [-2.9202, -7.1036, 0.8930], [-2.5053, -8.3706, 1.4218], [-3.6833, -10.0558, 2.1608], [-3.7489, -8.5923, 3.1616], [-4.9907, -8.9862, 0.4185], [-5.7994, -8.3861, 1.8787], [-4.5865, -6.2970, 1.7808], [-4.7587, -6.6435, 0.0457], [-2.1926, -8.9977, 0.5797], [-1.6501, -8.2298, 2.0885], [-0.9167, -5.6754, 4.5231], [-0.4491, -6.0362, 5.9094], [-0.1606, -4.6777, 6.5101], [-1.0625, -3.7494, 5.8919], [-1.6825, -4.3941, 4.7707], [-1.5243, -6.4501, 4.0486], [-0.0515, -5.4754, 3.8798], [-1.2626, -6.5231, 6.4601], [0.4182, -6.7011, 5.9219], [0.8604, -4.3521, 6.2847], [-0.3010, -4.6606, 7.5947], [-2.7245, -4.6004, 5.0384], [-1.6701, -3.7239, 3.9068], [8.5250, 1.4551, 1.5176], [8.4469, 2.4942, 2.6062], [7.1384, 3.1856, 2.2909], [6.2858, 2.2056, 1.6828], [7.0751, 1.0524, 1.3596], [9.1774, 0.6125, 1.7602], [8.8883, 1.9151, 0.5909], [8.3835, 2.0025, 3.5841], [9.2984, 3.1792, 2.6224], [7.2815, 3.9975, 1.5699], [6.6537, 3.5926, 3.1830], [6.8060, 0.2560, 2.0620], [6.8405, 0.7173, 0.3455], [-1.6526, 8.9854, -1.2715], [-0.2399, 9.0958, -1.7843], [0.2809, 7.6894, -1.5833], [-0.8414, 6.8067, -1.7185], [-2.0418, 7.5917, -1.7135], [-2.3222, 9.7578, -1.6581], [-1.6557, 9.0448, -0.1766], [-0.2515, 9.3408, -2.8529], [0.3581, 9.8503, -1.2670], [0.6905, 7.5573, -0.5763], [1.0513, 7.4196, -2.3115], [-2.4420, 7.5964, -2.7332], [-2.7803, 7.1320, -1.0509], [4.4597, 10.9484, -3.2605], [3.9082, 10.1232, -4.3944], [3.4975, 8.8493, -3.6885], [3.1281, 9.2148, -2.3517], [3.5450, 10.5670, -2.1172], [4.4658, 12.0227, -3.4613], [5.4865, 10.6346, -3.0383], [3.0254, 10.6172, -4.8173], [4.6240, 9.9516, -5.2023], [4.3328, 8.1440, -3.6234], [2.6569, 8.3503, -4.1794], [2.6476, 11.1950, -2.1009], [4.0379, 10.6374, -1.1437], [-7.6683, -2.4124, -6.0035], [-7.1970, -1.3202, -5.0783], [-7.8511, -1.7088, -3.7704], [-7.9628, -3.1388, -3.7696], [-7.6767, -3.6189, -5.0906], [-7.0336, -2.5477, -6.8829], [-8.6872, -2.1952, -6.3454], [-6.1061, -1.3643, -4.9781], [-7.4697, -0.3150, -5.4096], [-8.8620, -1.2947, -3.6929], [-7.2734, -1.3842, -2.9001], [-6.6945, -4.1032, -5.0644], [-8.4243, -4.3615, -5.3830]], "lumo_ev": -3.523, "largest_force_ev_per_a": 5.686, "total_energy_ev": -93228.1032, "charge": 1}

=====

(2)
{"formula": "C45H94ClO12P", "method": "wB97M-V/def2-TZVPD", "species": ["C", "C", "C", "O", "C", "C", "C", "P", "C", "C", "C", "C", "C", "O", "C", "C", "O", "C", "C", "O", "C", "Cl", "C", "O", "H", "H", "H", "H", "H", "H", "H", "H", "H", "H", "H", "H", "H", "H", "H", "H", "H", "H", "H", "H", "H", "H", "H", "H", "C", "C", "O", "C", "C", "H", "H", "H", "H", "H", "H", "H", "H", "H", "H", "C", "C", "O", "C", "C", "H", "H", "H", "H", "H", "H", "H", "H", "H", "H", "C", "C", "O", "C", "C", "H", "H", "H", "H", "H", "H", "H", "H", "H", "H", "C", "C", "O", "C", "C", "H", "H", "H", "H", "H", "H", "H", "H", "H", "H", "C", "C", "O", "C", "C", "H", "H", "H", "H", "H", "H", "H", "H", "H", "H", "C", "C", "O", "C", "C", "H", "H", "H", "H", "H", "H", "H", "H", "H", "H", "C", "C", "O", "C", "C", "H", "H", "H", "H", "H", "H", "H", "H", "H", "H"], "coordinates": [[7.9072, -7.8466, 4.9255], [7.4483, -6.4177, 5.2736], [6.4562, -5.7866, 4.2757], [5.8185, -6.7901, 3.4994], [4.6308, -6.3427, 2.8771], [4.8730, -5.1833, 1.9366], [4.1792, -4.0330, 1.8974], [2.8132, -3.7272, 3.0996], [2.9817, -1.9467, 3.5756], [2.2376, -0.8512, 2.8086], [1.3453, -3.7291, 2.0027], [0.0487, -3.7700, 2.8282], [4.5888, -3.0161, 0.8722], [3.8232, -2.1897, 0.4461], [5.9997, -3.0250, 0.3748], [6.5593, -1.7399, -0.1667], [7.5428, -1.2456, 0.7594], [7.0369, -0.4946, 1.7674], [7.9567, -0.4583, 2.9489], [5.9764, 0.0643, 1.6733], [6.6644, -4.1787, 0.4296], [8.2333, -4.3948, -0.2037], [5.9931, -5.4069, 0.9643], [6.3305, -6.5077, 0.6232], [8.9800, -7.9599, 5.1183], [7.3936, -8.5950, 5.5344], [7.7319, -8.0763, 3.8736], [7.0068, -6.3984, 6.2749], [8.3282, -5.7645, 5.3172], [5.6919, -5.2026, 4.8139], [6.9847, -5.0739, 3.6171], [4.2450, -7.1932, 2.3028], [3.8890, -6.0486, 3.6307], [2.6204, -1.9378, 4.6131], [4.0587, -1.7297, 3.6412], [1.1867, -0.8265, 3.1159], [2.2778, -0.9954, 1.7339], [2.6633, 0.1299, 3.0348], [1.4370, -4.6314, 1.3826], [1.3493, -2.8831, 1.3083], [-0.7855, -3.4243, 2.2063], [0.1098, -3.1435, 3.7245], [-0.1784, -4.7977, 3.1294], [5.7576, -1.0105, -0.2855], [7.0658, -1.8880, -1.1251], [7.7467, -1.3285, 3.5791], [9.0021, -0.5029, 2.6339], [7.7752, 0.4568, 3.5184], [1.5742, 3.0836, 5.4687], [2.4437, 4.0197, 4.6451], [3.8209, 3.6909, 4.6519], [4.1432, 2.4124, 4.1320], [3.7352, 2.2036, 2.6871], [1.9475, 3.0174, 6.4917], [0.5498, 3.4575, 5.4945], [1.5458, 2.0757, 5.0514], [2.3958, 5.0268, 5.0603], [2.0643, 4.0804, 3.6177], [3.7164, 1.6233, 4.7638], [5.2277, 2.3388, 4.2244], [2.6487, 2.2216, 2.5694], [4.0967, 1.2376, 2.3391], [4.1533, 2.9875, 2.0521], [0.3953, 3.9286, 0.1630], [-0.3551, 3.1115, 1.2011], [-1.5984, 2.6024, 0.7439], [-1.5425, 1.7376, -0.3799], [-0.7331, 0.4734, -0.1584], [-0.2379, 4.7321, -0.2162], [1.2925, 4.3680, 0.6019], [0.7119, 3.3206, -0.6858], [-0.6044, 3.7459, 2.0532], [0.2789, 2.3016, 1.5836], [-1.1762, 2.2747, -1.2621], [-2.5825, 1.4767, -0.5793], [0.3273, 0.6819, -0.0142], [-0.8239, -0.1804, -1.0274], [-1.0975, -0.0619, 0.7195], [-4.3783, 4.2468, -0.0635], [-3.7393, 5.2549, -1.0002], [-3.9894, 5.0147, -2.3750], [-5.3514, 5.0405, -2.7659], [-6.0495, 6.3652, -2.5179], [-4.0785, 3.2361, -0.3367], [-4.0493, 4.4320, 0.9588], [-5.4686, 4.2981, -0.0814], [-2.6541, 5.2027, -0.9037], [-4.0373, 6.2739, -0.7260], [-5.9048, 4.2241, -2.2857], [-5.3367, 4.8315, -3.8363], [-6.1384, 6.5921, -1.4540], [-7.0536, 6.3368, -2.9408], [-5.5042, 7.1780, -2.9980], [5.3665, 5.1027, -2.9999], [5.5923, 5.2382, -1.5035], [4.7796, 4.3870, -0.7159], [4.9455, 2.9968, -0.9345], [6.3459, 2.4802, -0.6525], [4.3122, 5.2454, -3.2409], [5.9498, 5.8563, -3.5304], [5.6720, 4.1252, -3.3753], [5.3312, 6.2459, -1.1794], [6.6523, 5.0906, -1.2651], [4.6380, 2.7236, -1.9511], [4.2385, 2.5243, -0.2521], [7.0845, 2.8718, -1.3541], [6.3487, 1.3929, -0.7341], [6.6562, 2.7497, 0.3583], [-8.0684, 5.6781, -7.3823], [-8.1516, 6.2487, -5.9769], [-7.0749, 7.1017, -5.6328], [-6.9195, 8.2602, -6.4334], [-8.1147, 9.1975, -6.4070], [-7.1130, 5.1738, -7.5329], [-8.8713, 4.9560, -7.5353], [-8.1699, 6.4503, -8.1460], [-8.1054, 5.4390, -5.2469], [-9.1117, 6.7570, -5.8291], [-6.6729, 7.9872, -7.4659], [-6.0449, 8.7636, -6.0204], [-8.9983, 8.7516, -6.8658], [-7.8809, 10.1080, -6.9598], [-8.3642, 9.4682, -5.3801], [-4.5277, -2.4060, 0.4846], [-3.2294, -2.3356, -0.3021], [-2.4439, -3.5120, -0.2289], [-3.0563, -4.6931, -0.7239], [-3.4439, -4.6277, -2.1894], [-4.3310, -2.6735, 1.5238], [-5.0255, -1.4357, 0.4633], [-5.2190, -3.1419, 0.0708], [-2.5915, -1.5507, 0.1069], [-3.4326, -2.0700, -1.3460], [-3.9289, -4.9596, -0.1168], [-2.3129, -5.4758, -0.5703], [-4.2290, -3.8915, -2.3702], [-3.8283, -5.5955, -2.5102], [-2.5839, -4.3608, -2.8061], [-8.5327, -5.2347, -1.2201], [-7.2570, -5.1638, -2.0417], [-6.4562, -6.3301, -1.9694], [-7.0621, -7.5265, -2.4290], [-7.4784, -7.4894, -3.8894], [-8.3041, -5.4813, -0.1823], [-9.0422, -4.2707, -1.2452], [-9.2268, -5.9842, -1.6020], [-6.6185, -4.3646, -1.6622], [-7.4868, -4.9172, -3.0848], [-7.9158, -7.7954, -1.7966], [-6.3022, -8.2939, -2.2797], [-8.2810, -6.7735, -4.0710], [-7.8391, -8.4724, -4.1943], [-6.6313, -7.2185, -4.5211]], "lumo_ev": -1.329, "largest_force_ev_per_a": 0.489, "e_above_lowest_kj_mol": 0.00, "total_energy_ev": -94566.5352, "smiles": "CCCOCC1=C(P(CC)CC)C(=O)C(COC(C)=O)=C(Cl)C1=O.CCOCC.CCOCC.CCOCC.CCOCC.CCOCC.CCOCC.CCOCC"}